(1)
This record from the Open Molecules 2025 dataset describes a molecular structure, C18H23ClN2O5STl. The level of theory is ωB97M-V/def2-TZVPD.

Structure (XYZ):
```
51
C18H23ClN2O5STl (ωB97M-V/def2-TZVPD)
Tl -0.852 -0.423 -0.292
O 0.903 0.606 3.061
Cl 1.371 0.952 1.765
O 2.565 1.706 1.856
O 0.361 1.739 1.099
O 1.600 -0.243 1.005
C 3.590 -0.879 -8.480
C 3.152 0.016 -9.603
O 3.744 0.117 -10.645
S 1.646 0.937 -9.404
C 1.187 0.707 -7.687
C 1.645 1.636 -6.762
C 1.308 1.512 -5.433
C 0.498 0.454 -5.005
C 0.017 -0.454 -5.957
C 0.348 -0.329 -7.290
C 0.158 0.302 -3.644
C -0.117 0.150 -2.470
H 3.961 -1.800 -8.929
H 2.791 -1.089 -7.774
H 4.412 -0.408 -7.938
H 2.265 2.453 -7.101
H 1.661 2.234 -4.710
H -0.625 -1.258 -5.628
H -0.038 -1.030 -8.018
C 0.348 -3.499 1.023
C -1.115 -3.205 1.350
C -1.882 -4.540 1.455
C -1.195 -2.466 2.694
C -1.771 -2.496 0.194
H 0.791 -4.131 1.790
H 0.913 -2.571 0.967
H 0.417 -3.998 0.060
H -1.398 -5.186 2.186
H -1.893 -5.044 0.490
H -2.911 -4.374 1.770
H -1.000 -3.146 3.524
H -2.182 -2.023 2.834
H -0.451 -1.670 2.733
H -2.793 -2.216 0.508
C -3.813 4.466 -0.569
N -2.869 3.587 0.085
C -1.632 4.187 0.546
C -2.900 2.306 -0.143
N -2.961 1.162 -0.290
H -4.102 5.262 0.122
H -4.705 3.912 -0.858
H -3.375 4.924 -1.464
H -1.848 4.868 1.372
H -1.169 4.756 -0.266
H -0.932 3.417 0.877
```

Summary:
**LUMO level (spin up / spin down)**: 0.0870 / 0.0870 Ha
**Charge**: -1
**Frontier orbital gap (spin up / spin down)**: 0.2424 / 0.2425 Eh

For reference, the Löwdin charges in units of e are: 0.9549 -0.3357 0.5916 -0.3248 -0.4479 -0.4251 -0.0458 -0.7651 -0.0123 1.0131 -0.5674 -0.1080 -0.0247 -0.2615 -0.0249 -0.1113 -0.1888 -0.0991 0.0887 0.0580 0.0957 0.1017 0.1178 0.1182 0.1076 -0.0880 -0.7743 -0.0823 -0.0749 -0.1727 0.0786 0.0471 0.0789 0.0758 0.0742 0.0752 0.0740 0.0780 0.0569 -0.0179 -0.0510 -0.2020 -0.0274 -0.2925 0.1156 0.0875 0.0933 0.0909 0.0915 0.0947 0.0660

***

(2)
This record from the Open Molecules 2025 dataset describes a molecular structure, C18H23ClN3O7Pt. The level of theory is ωB97M-V/def2-TZVPD.

Structure (XYZ):
```
53
C18H23ClN3O7Pt (ωB97M-V/def2-TZVPD)
Pt 33.733 6.157 -13.189
Cl 33.236 4.648 -16.842
O 32.936 5.866 -17.550
O 33.676 5.081 -15.532
O 32.106 3.847 -16.646
O 34.364 4.018 -17.479
O 38.044 3.926 -10.811
C 36.722 4.354 -10.532
C 35.914 5.280 -11.476
O 35.614 4.964 -12.851
H 36.801 4.848 -9.564
H 36.186 3.440 -10.277
H 36.359 6.275 -11.495
H 34.982 5.619 -11.024
N 34.911 7.745 -14.271
C 36.233 7.823 -14.624
C 36.844 8.943 -15.156
C 36.061 10.118 -15.368
C 34.708 10.017 -15.120
C 34.185 8.877 -14.522
H 36.770 6.939 -14.316
H 37.884 8.909 -15.443
H 36.590 10.994 -15.713
H 34.120 10.909 -15.280
H 33.111 8.886 -14.418
N 31.621 6.797 -14.036
C 30.535 6.362 -13.292
C 29.245 6.358 -13.841
C 28.921 6.922 -15.087
C 29.997 7.352 -15.839
C 31.278 7.351 -15.255
H 30.698 6.131 -12.249
H 28.407 6.160 -13.188
H 27.921 7.156 -15.419
H 29.723 7.978 -16.675
H 31.982 7.783 -15.951
N 32.750 7.457 -11.502
C 32.094 8.655 -11.488
C 31.392 9.243 -10.453
C 31.401 8.529 -9.254
C 31.969 7.297 -9.202
C 32.618 6.828 -10.307
H 32.246 9.409 -12.246
H 30.928 10.208 -10.588
H 30.932 8.872 -8.343
H 31.966 6.608 -8.370
H 32.977 5.811 -10.250
C 32.901 3.067 -12.700
O 32.640 4.406 -12.410
H 32.622 2.365 -11.915
H 32.371 2.816 -13.619
H 33.948 2.849 -12.913
H 31.919 4.452 -11.779
```

Summary:
**Spin multiplicity**: 3
**LUMO level (spin up / spin down)**: 0.0572 / 0.0576 Ha
**Charge**: -1
**Frontier orbital gap (spin up / spin down)**: 0.1237 / 0.1236 Eh
**<S²>**: 2.01

For reference, the natural (NBO) charges in units of e are: 1.2188 2.5852 -0.9015 -0.9415 -0.8551 -0.8413 -0.9683 -0.0876 -0.0943 -0.7774 0.1021 0.0939 0.1162 0.0905 -0.4573 0.0647 -0.2470 -0.1532 -0.2663 0.0382 0.2604 0.2285 0.2148 0.2119 0.1996 -0.4800 0.0410 -0.2619 -0.1569 -0.2253 0.0573 0.1912 0.2086 0.2158 0.2165 0.2307 -0.4651 0.0470 -0.2625 -0.1453 -0.2644 0.0492 0.2003 0.2280 0.2147 0.2327 0.2203 -0.2664 -0.7361 0.1655 0.1832 0.2454 0.4823

***

(3)
This record from the Open Molecules 2025 dataset describes a molecular structure, C18H23F6HoIN4O5SSb. The level of theory is ωB97M-V/def2-TZVPD.

Structure (XYZ):
```
60
C18H23F6HoIN4O5SSb (ωB97M-V/def2-TZVPD)
Ho -0.060 -0.485 0.346
C -0.133 -1.603 -3.888
C -0.394 -0.553 -2.851
O -0.802 -0.892 -1.726
C -0.145 0.844 -3.172
C -0.162 1.318 -4.486
C -0.012 2.661 -4.763
C 0.203 3.567 -3.719
C 0.291 3.133 -2.424
C 0.128 1.758 -2.087
O 0.260 1.369 -0.871
H -0.086 -2.576 -3.402
H 0.795 -1.410 -4.419
H -0.949 -1.613 -4.608
H -0.340 0.626 -5.295
H -0.062 3.011 -5.782
H 0.317 4.615 -3.949
H 0.486 3.822 -1.614
C 3.289 2.662 1.155
C 2.611 1.401 1.648
C 3.347 0.708 2.788
O 2.381 0.485 0.593
C 1.136 1.776 2.286
O 1.091 2.814 2.889
O 0.303 0.869 2.086
H 4.300 2.430 0.813
H 3.341 3.395 1.955
H 2.720 3.098 0.332
H 4.341 0.425 2.441
H 2.819 -0.198 3.081
H 3.431 1.370 3.646
H 2.727 0.881 -0.226
N -1.047 -1.489 2.972
N -0.903 -2.888 2.967
C -1.103 -3.592 1.837
N -0.845 -4.899 1.842
S -1.763 -2.860 0.466
H -0.240 -1.046 3.420
H -1.879 -1.211 3.499
H -0.539 -3.355 3.794
H -0.322 -5.344 2.579
H -0.958 -5.407 0.980
F 1.238 -1.848 1.509
Sb 2.468 -2.786 0.143
F 0.886 -3.734 -0.400
F 1.717 -1.311 -1.028
F 3.374 -3.371 -1.399
F 3.969 -1.814 0.781
F 2.604 -4.052 1.570
I -6.228 -0.778 2.272
C -4.742 0.330 1.276
C -5.025 1.532 0.650
C -3.974 2.194 0.038
C -2.706 1.635 0.074
N -2.433 0.460 0.650
C -3.450 -0.169 1.239
H -6.023 1.940 0.645
H -4.137 3.134 -0.464
H -1.875 2.150 -0.383
H -3.234 -1.125 1.694
```

Summary:
**Spin multiplicity**: 6
**LUMO level (spin up / spin down)**: -0.1531 / -0.2538 Ha
**Charge**: +1
**Frontier orbital gap (spin up / spin down)**: 0.2399 / 0.1380 Eh
**<S²>**: 8.79

For reference, the natural (NBO) charges in units of e are: 1.7913 -0.7249 0.6632 -0.6045 -0.1774 -0.1363 -0.0814 -0.2053 -0.1202 0.4210 -0.5605 0.2750 0.2498 0.2592 0.2424 0.2437 0.2492 0.2456 -0.6423 0.1445 -0.6266 -0.7278 0.8034 -0.6366 -0.8407 0.2076 0.2620 0.1945 0.2148 0.2136 0.2338 0.4947 -0.6307 -0.4325 0.3463 -0.7561 -0.2360 0.4054 0.3820 0.3921 0.4056 0.4336 -0.6647 3.1396 -0.6504 -0.6643 -0.6354 -0.6210 -0.6460 0.2019 -0.1770 -0.1723 -0.2380 0.0594 -0.4890 0.0161 0.2431 0.2349 0.1961 0.2325

***

(4)
This record from the Open Molecules 2025 dataset describes a molecular structure, C18H23FIMnN4O. The level of theory is ωB97M-V/def2-TZVPD.

Structure (XYZ):
```
49
C18H23FIMnN4O (ωB97M-V/def2-TZVPD)
C -2.005 0.120 -3.919
I -1.507 -1.395 -2.294
H -1.358 -0.178 -4.748
H -1.926 1.167 -3.651
H -3.042 -0.163 -4.109
C -2.520 -2.858 2.123
C -1.648 -3.733 1.575
N -0.838 -3.007 0.725
C -1.181 -1.697 0.730
N -2.226 -1.615 1.590
H -3.313 -3.004 2.833
H -1.529 -4.792 1.699
C 1.562 3.559 -1.076
C 0.309 1.694 -1.176
N 0.473 2.911 -0.559
H 2.841 2.999 -2.791
N 1.218 1.699 -2.215
H 1.903 4.512 -0.701
Mn -0.550 -0.280 -0.417
C -1.128 1.291 -1.411
O -2.081 2.031 -1.520
C 2.033 2.797 -2.109
C 1.516 0.574 -3.070
H 2.289 -0.069 -2.619
H 1.879 0.944 -4.035
H 0.617 -0.032 -3.222
C -0.248 3.345 0.612
H -0.131 4.430 0.710
H 0.153 2.871 1.520
H -1.311 3.099 0.517
C -2.885 -0.378 1.988
H -3.883 -0.617 2.378
H -2.964 0.301 1.124
H -2.308 0.134 2.778
C 0.295 -3.584 0.018
H 0.500 -3.024 -0.904
H 0.055 -4.624 -0.235
H 1.197 -3.569 0.650
F 3.677 -0.386 3.913
C 2.747 -0.251 2.912
C 1.542 0.380 3.222
C 0.568 0.456 2.208
C 0.835 -0.095 0.951
C 2.072 -0.671 0.646
C 3.055 -0.764 1.653
H 1.355 0.795 4.213
H -0.394 0.938 2.406
H 2.266 -1.036 -0.367
H 4.020 -1.228 1.454
```

Summary:
**Spin multiplicity**: 5
**LUMO level (spin up / spin down)**: 0.1711 / 0.1696 Ha
**Charge**: -2
**Frontier orbital gap (spin up / spin down)**: 0.0807 / 0.1261 Eh
**<S²>**: 6.38

For reference, the natural (NBO) charges in units of e are: -0.8165 -0.6126 0.1965 0.2234 0.2054 -0.0997 -0.1004 -0.3933 0.1893 -0.4047 0.2043 0.2119 -0.1056 0.0635 -0.4389 0.1917 -0.4371 0.1911 0.2849 0.1865 -0.7249 -0.1003 -0.4096 0.1616 0.1848 0.2254 -0.3924 0.1777 0.1817 0.2198 -0.4088 0.1893 0.2388 0.1974 -0.4284 0.2390 0.2015 0.2011 -0.3720 0.3225 -0.3029 -0.2707 -0.2841 -0.2680 -0.3035 0.1990 0.1875 0.1974 0.2016

***

(5)
This record from the Open Molecules 2025 dataset describes a gas-phase ion, C18H23FNO2 (charge +1). The level of theory is ωB97M-V/def2-TZVPD.

Structure (XYZ):
```
45
C18H23FNO2 (ωB97M-V/def2-TZVPD)
C 1.217 -1.449 3.834
N 1.305 -0.490 2.601
C 2.485 0.433 2.777
C 2.040 1.799 2.168
O 0.779 1.972 2.244
C 0.091 2.844 1.600
C 0.228 2.885 0.029
O -0.080 1.667 -0.222
C -0.083 1.507 -1.653
C 0.104 2.316 -2.618
C 0.015 1.781 -4.150
C -0.480 0.567 -4.262
F -0.342 -0.048 -5.689
C -0.527 -0.403 -3.285
C -0.655 -0.025 -1.865
C 1.145 -1.200 1.544
C -0.164 -1.868 1.309
C -1.282 -1.282 1.217
C -2.384 -1.821 1.166
C -2.638 -3.180 1.067
C -1.368 -3.840 1.191
C -0.178 -3.278 1.304
H 2.218 -2.071 3.966
H 1.264 -0.856 4.897
H 0.493 -2.285 3.824
H 0.447 0.032 2.613
H 2.795 0.774 3.858
H 3.367 0.001 2.553
H 2.857 2.414 2.315
H 2.364 1.401 0.964
H 0.709 3.807 1.973
H -0.677 3.128 1.884
H 1.435 3.176 -0.288
H -0.462 3.507 -0.455
H 0.528 3.424 -2.435
H 0.199 2.568 -4.894
H -1.082 -1.352 -3.477
H -0.794 -0.744 -1.204
H 1.192 -0.350 0.622
H 1.812 -1.975 1.529
H -1.336 -0.200 1.383
H -3.437 -1.217 1.126
H -3.806 -3.550 1.073
H -1.367 -5.075 1.023
H 0.557 -4.074 1.206
```

Summary:
**LUMO level**: -0.0885 Ha
**Charge**: +1
**SMILES string**: C[N@@H+](CCOCCOc1ccc(F)cc1)Cc1ccccc1
**Frontier orbital gap**: 0.3422 Eh

For reference, the natural (NBO) charges in units of e are: -0.4843 -0.3832 -0.2266 -0.0212 -0.5131 -0.0049 -0.0599 -0.5278 0.2415 -0.3020 -0.1848 0.3365 -0.3903 -0.2458 -0.1558 -0.2366 -0.0305 -0.2950 -0.1668 -0.1860 -0.1660 -0.2729 0.2421 0.2617 0.2669 0.4634 0.2351 0.2362 0.2152 0.1132 0.1281 0.1706 0.1450 0.1906 0.2570 0.2626 0.2506 0.1950 0.2427 0.2233 0.2148 0.2187 0.2702 0.2202 0.2524

***

- What is the charge in the first record?
  -1